Entry 1:
{
  "formula": "C8H16N2",
  "method": "ωB97M-V/def2-TZVPD",
  "gap_ev": 9.267,
  "e_homo_ev": -8.4,
  "fmax_ev_per_a": 6.49,
  "smiles": "Cc1c[nH]cn1.CC(C)C",
  "e_lumo_ev": 0.832,
  "e_tot_ha": -423.8523,
  "species": ["C", "C", "C", "N", "C", "N", "H", "H", "H", "H", "H", "H", "C", "C", "C", "C", "H", "H", "H", "H", "H", "H", "H", "H", "H", "H"],
  "xyz": [[0.9939, 1.2351, 1.8140], [-0.1799, 1.5604, 0.9926], [-1.4988, 1.5420, 1.3963], [-2.2871, 1.6700, 0.3032], [-1.3786, 1.9263, -0.8023], [-0.0738, 1.7145, -0.3870], [1.4281, 2.2662, 2.1348], [1.8290, 0.9530, 1.2547], [0.8474, 0.7099, 2.7729], [-1.9100, 1.3965, 2.3447], [-3.2045, 1.2742, 0.1261], [-1.6291, 1.8792, -1.7830], [-0.2276, -1.2568, -1.2781], [0.8235, -1.9902, -0.4349], [0.8810, -3.5861, -0.6372], [2.1958, -1.3528, -0.6626], [-0.3283, -0.1646, -1.2207], [-1.1773, -1.5419, -1.1845], [-0.0328, -1.5723, -2.4277], [0.4950, -1.7633, 0.6636], [0.8890, -3.8678, -1.6322], [1.8814, -3.9770, -0.2380], [0.0821, -4.1313, -0.2665], [2.0600, -0.3482, -1.0949], [2.9003, -1.4235, 0.2732], [2.7399, -1.8485, -1.4628]],
  "forces_ev_per_angstrom": [[0.6, 3.7, 2.1], [-1.0, -1.0, -0.8], [1.1, -0.6, -0.9], [1.8, 1.2, -3.6], [2.3, -2.3, 5.6], [-3.6, 1.8, 0.5], [-0.7, -1.3, 0.0], [1.0, -1.4, -1.0], [-0.1, -0.1, -0.8], [-0.4, -0.2, 1.2], [0.2, 0.5, 0.4], [-1.1, 0.2, -2.6], [3.4, -0.2, -3.9], [-1.0, -0.3, 1.9], [2.8, 2.5, 1.5], [1.1, -0.1, 0.8], [1.1, -0.7, 0.1], [-3.9, -1.9, 1.0], [-0.2, 1.0, 2.2], [0.7, -0.6, -1.6], [0.2, 0.0, -2.5], [-1.5, 0.5, -0.2], [-1.6, -0.8, 1.4], [0.2, 0.0, 0.9], [-1.4, 0.5, -1.7], [0.0, -0.5, -0.1]],
  "nbo_charge": [-0.650, 0.088, -0.095, -0.532, 0.135, -0.442, 0.214, 0.243, 0.226, 0.210, 0.424, 0.191, -0.613, -0.214, -0.599, -0.624, 0.240, 0.194, 0.172, 0.189, 0.199, 0.202, 0.204, 0.227, 0.208, 0.203]
}


Entry 2:
{
  "formula": "C31H20BF7O2S",
  "method": "ωB97M-V/def2-TZVPD",
  "gap_ev": 8.046,
  "e_homo_ev": -8.4,
  "fmax_ev_per_a": 2.82,
  "smiles": "Fc1cc(F)cc(C(B2Oc3ccccc3O2)c2cc(F)cc(F)c2)c1.Cc1ccc(-c2ccc(C(F)(F)F)cc2)s1",
  "e_lumo_ev": -0.337,
  "e_tot_ha": -2465.9649,
  "species": ["F", "C", "C", "C", "F", "C", "C", "C", "B", "O", "C", "C", "C", "C", "C", "C", "O", "C", "C", "C", "F", "C", "C", "F", "C", "C", "H", "H", "H", "H", "H", "H", "H", "H", "H", "H", "H", "C", "C", "C", "C", "C", "C", "C", "C", "C", "C", "F", "F", "F", "C", "C", "S", "H", "H", "H", "H", "H", "H", "H", "H", "H"],
  "xyz": [[2.8521, -4.6034, -0.3675], [2.7641, -3.2389, -0.5146], [3.8875, -2.5661, -0.9687], [3.6881, -1.2372, -1.3043], [4.7308, -0.5228, -1.8558], [2.4825, -0.5747, -1.1023], [1.3640, -1.2788, -0.6325], [0.0430, -0.5056, -0.6763], [-1.2245, -1.2970, -0.1782], [-2.4642, -0.6391, -0.3398], [-3.3779, -1.5400, 0.1590], [-4.6753, -1.6708, -0.2986], [-5.3506, -2.8757, -0.0207], [-4.6946, -3.9601, 0.5573], [-3.3155, -3.8786, 0.8448], [-2.7005, -2.6543, 0.7104], [-1.3295, -2.4538, 0.5675], [-0.4664, -0.4336, -2.1436], [-1.1112, 0.6743, -2.7579], [-2.0251, 0.4173, -3.7850], [-2.6822, 1.4540, -4.4337], [-2.3679, -0.8795, -4.2064], [-1.5373, -1.9025, -3.7520], [-1.7562, -3.1936, -4.1883], [-0.5330, -1.6749, -2.8108], [1.5369, -2.6179, -0.2343], [4.8463, -3.0475, -1.0988], [2.3550, 0.4743, -1.3935], [0.1384, 0.5077, -0.2776], [-5.1141, -0.8425, -0.8633], [-6.4124, -2.9789, -0.2436], [-5.2420, -4.8748, 0.8086], [-2.6891, -4.7178, 1.1776], [-0.9085, 1.6952, -2.4310], [-3.2209, -1.0872, -4.8545], [0.1141, -2.5066, -2.5413], [0.7075, -3.1882, 0.1986], [-2.5536, 2.5822, 4.8787], [-1.3864, 2.2210, 4.0186], [-0.4787, 1.2072, 4.2851], [0.4672, 0.9625, 3.2223], [0.4667, 1.9245, 2.2282], [1.4802, 2.2184, 1.2341], [1.2894, 3.2246, 0.2638], [2.3782, 3.7600, -0.4088], [3.6552, 3.2798, -0.1603], [4.8230, 3.9991, -0.8148], [5.8771, 4.1752, 0.0338], [5.3323, 3.3087, -1.8842], [4.4826, 5.2381, -1.2919], [3.8053, 2.1273, 0.5972], [2.7406, 1.5967, 1.3008], [-1.0625, 2.8738, 2.4361], [-2.4039, 2.2973, 5.9311], [-2.7415, 3.6603, 4.8918], [-3.4893, 2.1095, 4.5370], [-0.4414, 0.6475, 5.2255], [1.2212, 0.1840, 3.2402], [0.3108, 3.6903, 0.1093], [2.2271, 4.5683, -1.1206], [4.7630, 1.6436, 0.5726], [2.9260, 0.7202, 1.9254]],
  "forces_ev_per_angstrom": [[0.0, 1.1, 0.2], [-0.4, -0.4, 0.3], [-0.4, 0.1, -0.2], [0.3, 1.0, 0.0], [-0.8, -0.7, 0.6], [0.0, -0.1, -0.6], [0.8, 0.3, 0.4], [0.3, -0.9, -1.1], [-0.4, 1.8, 1.3], [0.4, -0.8, 0.5], [0.2, -1.4, -0.9], [-0.3, 0.2, 0.5], [0.0, 0.2, 0.2], [0.5, 0.1, 0.4], [0.1, -0.1, 0.7], [-0.6, 0.4, -1.4], [-0.3, 0.1, -0.1], [-0.1, -0.2, -1.2], [0.0, -0.5, 0.2], [-0.4, 0.0, -0.5], [0.8, -1.0, 1.1], [0.4, 0.1, 0.2], [-0.1, -0.1, 0.0], [0.3, 1.4, 0.3], [-0.6, -0.2, -0.1], [-0.1, -0.1, -0.6], [-0.1, -0.1, -0.1], [0.3, -0.4, 0.0], [0.0, -0.2, 0.2], [0.0, -0.4, 0.2], [0.3, 0.1, -0.1], [0.2, 0.4, -0.3], [-0.6, 0.2, -0.2], [-0.3, -0.3, 0.1], [0.4, 0.2, 0.0], [-0.3, 0.1, 0.3], [0.5, 0.1, -0.4], [-0.5, 0.5, 0.1], [1.1, -1.5, -0.2], [-0.2, 0.1, -0.6], [0.3, 1.3, 0.2], [-2.4, -0.8, 1.2], [0.2, 0.4, -0.6], [0.0, 0.0, 0.4], [-0.2, 0.1, -0.1], [-0.1, 0.5, -0.8], [0.8, 0.0, -0.5], [-0.9, -0.1, -0.4], [-0.5, 0.4, 0.7], [0.2, -1.1, 0.5], [0.2, 0.2, -0.3], [0.0, 0.1, 0.0], [1.3, 0.0, 0.3], [0.2, -0.1, -0.5], [0.1, -0.1, -0.1], [0.4, 0.1, 0.0], [-0.2, 0.2, -0.4], [0.0, 0.1, 0.3], [0.3, -0.3, 0.2], [0.1, -0.1, 0.3], [0.3, -0.2, 0.4], [-0.2, 0.4, -0.1]],
  "nbo_charge": [-0.329, 0.418, -0.364, 0.426, -0.329, -0.302, 0.033, -0.623, 1.152, -0.644, 0.233, -0.233, -0.213, -0.215, -0.244, 0.229, -0.661, 0.087, -0.308, 0.431, -0.331, -0.364, 0.433, -0.327, -0.339, -0.282, 0.253, 0.238, 0.275, 0.230, 0.221, 0.223, 0.231, 0.240, 0.252, 0.247, 0.252, -0.645, -0.166, -0.268, -0.212, -0.187, -0.081, -0.210, -0.177, -0.157, 0.979, -0.325, -0.329, -0.327, -0.178, -0.150, 0.386, 0.233, 0.226, 0.231, 0.226, 0.220, 0.225, 0.238, 0.232, 0.219]
}


Entry 3:
{
  "formula": "C40H51ClF2InN7OS",
  "method": "ωB97M-V/def2-TZVPD",
  "gap_ev": 2.912,
  "e_homo_ev": 0.8,
  "fmax_ev_per_a": 2.36,
  "charge": -2,
  "e_lumo_ev": 3.671,
  "e_tot_ha": -3261.3954,
  "species": ["In", "F", "C", "C", "C", "C", "C", "F", "C", "C", "C", "C", "C", "C", "N", "H", "H", "H", "H", "H", "H", "C", "C", "C", "C", "C", "O", "C", "C", "C", "C", "C", "C", "Cl", "C", "C", "C", "N", "C", "N", "C", "N", "H", "H", "H", "H", "H", "H", "H", "H", "H", "H", "H", "H", "H", "H", "H", "H", "H", "H", "H", "H", "H", "H", "C", "C", "C", "C", "N", "C", "S", "N", "H", "H", "H", "H", "H", "C", "C", "C", "C", "H", "H", "H", "H", "H", "H", "H", "H", "H", "C", "C", "C", "C", "N", "H", "H", "H", "H", "H", "H", "H", "H", "H"],
  "xyz": [[10.9979, 15.0481, 11.2747], [14.6502, 10.8510, 11.5595], [13.6291, 11.5366, 12.1370], [13.1612, 12.7044, 11.5279], [12.2053, 13.4546, 12.1695], [11.8335, 13.2111, 13.5010], [12.3594, 12.0388, 14.1070], [11.9160, 11.7329, 15.3304], [13.2009, 11.1748, 13.4243], [11.1502, 14.2268, 14.3235], [11.4142, 14.2968, 15.7091], [10.8630, 15.3250, 16.4749], [9.9579, 16.1846, 15.9515], [9.5104, 15.9849, 14.5178], [10.3092, 15.0865, 13.6895], [13.5530, 12.9957, 10.5014], [13.6237, 10.2542, 13.9009], [12.1881, 13.6534, 16.1324], [11.1761, 15.4338, 17.5117], [9.8101, 17.0859, 16.5622], [8.5376, 15.5074, 14.6827], [11.5217, 22.6126, 13.2508], [10.9630, 21.1589, 13.2676], [9.8688, 21.0229, 12.1306], [12.1485, 20.2299, 12.9950], [10.3071, 20.8610, 14.6898], [9.0180, 21.5375, 14.7727], [11.1182, 21.3519, 15.9425], [12.1074, 20.4205, 16.7185], [13.6158, 20.4420, 16.4169], [14.2733, 19.2315, 16.1262], [15.6105, 19.2407, 15.7101], [16.3550, 20.4171, 15.6356], [17.9404, 20.3330, 15.0346], [15.7140, 21.6209, 15.9578], [14.4033, 21.6002, 16.4330], [10.0537, 19.3903, 15.0191], [8.9883, 18.6337, 14.3789], [9.1234, 17.3337, 13.7069], [7.7725, 17.2320, 13.1755], [7.0391, 18.2975, 13.6460], [7.6901, 19.1421, 14.3443], [11.9304, 22.9428, 12.2507], [12.3370, 22.7939, 13.9665], [10.7126, 23.3035, 13.4930], [10.4033, 20.7566, 11.1797], [9.4069, 22.0203, 11.9629], [9.0602, 20.3369, 12.3411], [12.5687, 20.4414, 11.9553], [11.8438, 19.1801, 12.9726], [13.0008, 20.3296, 13.7132], [9.1829, 22.4721, 14.7684], [10.3277, 21.5760, 16.6938], [11.5642, 22.3496, 15.7888], [11.6946, 19.4153, 16.7308], [12.0219, 20.7618, 17.7635], [13.6848, 18.3068, 16.0691], [16.1402, 18.3101, 15.5394], [16.1836, 22.5743, 15.7857], [13.9660, 22.5489, 16.7675], [9.8161, 19.3620, 16.1008], [11.0122, 18.8385, 14.8788], [9.8471, 17.4846, 12.8539], [6.0002, 18.3859, 13.4282], [10.3356, 8.3946, 8.3560], [11.1126, 9.6001, 7.9050], [12.2520, 9.5897, 7.1131], [12.9325, 10.7995, 6.8685], [12.4197, 11.9894, 7.2880], [11.2768, 11.8993, 7.9765], [10.2440, 13.3028, 8.3657], [10.6299, 10.7794, 8.3407], [9.4427, 8.2340, 7.6931], [9.9984, 8.5306, 9.3901], [10.9802, 7.5046, 8.3398], [12.5991, 8.6881, 6.6625], [13.8819, 10.8705, 6.3538], [5.4792, 15.0148, 13.3601], [6.8162, 14.9747, 12.5791], [6.6615, 14.0558, 11.3658], [7.2989, 16.3621, 12.1023], [4.6344, 15.2117, 12.7082], [5.4531, 15.8208, 14.0973], [5.3080, 14.0144, 13.8018], [7.6152, 14.5728, 13.2202], [5.6028, 14.0800, 10.9639], [6.8458, 12.9664, 11.6193], [7.3228, 14.2865, 10.5477], [6.5406, 16.9332, 11.5422], [8.1171, 16.3002, 11.3828], [12.1480, 15.1186, 6.8116], [11.8411, 15.5425, 8.2444], [13.2229, 15.8353, 8.9567], [10.9895, 16.8244, 8.2601], [11.1288, 14.5195, 9.0929], [12.6718, 15.9451, 6.2901], [11.2170, 14.9108, 6.2552], [12.7872, 14.2075, 6.7701], [13.8179, 16.5459, 8.3425], [13.8100, 14.8987, 8.9341], [13.1820, 16.2148, 10.0153], [11.5456, 17.6161, 7.7479], [10.8112, 17.1453, 9.2930], [9.9954, 16.5867, 7.7744]],
  "forces_ev_per_angstrom": [[-0.4, 2.1, 0.3], [-0.1, -0.5, 0.0], [-0.2, 1.5, 0.7], [0.8, -1.2, -1.2], [-0.6, 0.5, 0.6], [1.7, -1.2, 0.1], [-0.9, 1.1, -1.5], [0.4, -1.2, 0.6], [0.9, -1.0, 0.0], [-1.7, 1.4, 0.9], [0.9, -1.4, -0.9], [-0.5, 0.7, 0.0], [1.7, 1.0, 0.6], [-0.9, 0.7, 0.4], [1.0, -1.0, 0.9], [-0.6, -0.5, 1.2], [-0.5, 1.0, -0.4], [-0.4, 0.3, -0.1], [0.1, 0.1, 0.0], [-0.7, -0.2, -0.6], [-0.6, 0.0, -0.5], [0.1, 0.2, -0.7], [-0.1, 0.2, 0.3], [1.3, 1.0, -0.3], [0.8, -0.2, -1.0], [-0.1, 0.5, 0.0], [0.6, -0.9, -0.1], [0.0, 0.7, 0.6], [0.4, 0.9, 0.5], [-0.2, -0.8, -0.1], [-0.1, 0.6, -0.9], [0.2, -0.3, 0.9], [-2.2, 0.2, 0.2], [1.0, 0.2, -0.3], [0.0, -0.6, 0.1], [-0.5, 0.2, -0.3], [-0.8, -1.4, 0.1], [0.6, 0.4, 0.1], [1.1, -0.4, -1.0], [-1.2, 0.4, 0.1], [0.7, -0.5, -0.3], [0.1, 0.0, 0.5], [-0.6, -0.7, 0.8], [-0.2, -0.3, -0.2], [0.0, 0.2, 0.0], [-0.6, 0.1, 0.8], [0.2, -0.5, 0.1], [0.1, -0.4, 0.2], [-0.5, -0.2, 1.3], [0.1, 0.0, 0.0], [-0.7, 0.1, -0.4], [0.2, 0.8, 0.0], [0.3, -0.4, -0.6], [0.1, -0.4, -0.2], [0.5, -0.1, -0.1], [0.0, -0.1, -0.2], [0.4, 0.3, 0.2], [-0.2, 0.0, -0.3], [0.4, 0.1, 0.2], [0.0, -0.3, -0.3], [0.2, 0.1, -0.2], [-0.9, 0.2, 0.1], [-0.3, -0.7, 0.7], [-0.6, 0.1, -0.1], [-0.1, -0.5, -0.5], [-0.5, 1.6, 0.4], [0.7, 0.6, -0.4], [-1.8, 0.9, 1.2], [0.9, -1.8, -0.2], [-1.1, 0.4, 0.1], [0.7, 0.6, 0.4], [0.6, -1.2, -0.4], [0.8, 0.1, 0.6], [0.0, 0.2, -0.3], [-0.3, 0.1, -0.2], [0.4, -0.6, -0.1], [0.0, -0.2, -0.2], [0.6, -0.2, 0.0], [-0.1, 0.2, -0.5], [-1.2, -1.6, 0.1], [0.4, 0.6, 0.4], [-0.1, 0.0, -0.5], [0.2, -0.3, 0.3], [0.0, 0.6, 0.1], [-0.3, 0.2, -0.2], [1.0, 0.1, 0.3], [-0.2, 1.2, -0.1], [0.4, 0.2, -0.2], [-0.3, -0.3, 0.3], [0.2, -0.5, 0.1], [0.2, -0.2, -0.4], [0.1, 0.0, 1.4], [0.2, -0.2, -0.4], [-0.4, -0.4, -0.4], [0.6, -0.7, -2.0], [-0.2, -0.2, 0.2], [0.3, 0.0, 0.2], [-0.5, 0.7, 0.1], [-0.4, 0.0, 0.3], [-0.3, 0.2, 0.2], [-0.3, -0.4, -1.1], [-0.3, 0.2, -0.3], [-0.1, -0.2, -0.2], [1.0, 0.5, 0.4]],
  "lowdin_charge": [0.702, 0.010, -0.289, -0.081, -0.218, -0.156, -0.250, 0.034, 0.027, -0.296, -0.112, -0.185, -0.098, -0.280, -0.031, 0.109, 0.123, 0.077, 0.081, 0.071, 0.106, -0.075, -0.475, -0.021, -0.048, -0.400, -0.033, -0.111, -0.129, -0.215, -0.022, -0.106, -0.722, 0.673, -0.108, -0.056, -0.124, -0.106, -0.187, -0.054, -0.205, 0.077, 0.097, 0.063, 0.066, 0.090, 0.074, 0.060, 0.104, 0.074, 0.083, 0.066, 0.122, 0.095, 0.087, 0.116, 0.128, 0.102, 0.094, 0.113, 0.117, 0.131, 0.095, 0.103, -0.052, -0.349, -0.053, -0.110, 0.070, -0.627, 0.813, 0.067, 0.088, 0.078, 0.065, 0.078, 0.094, -0.083, -0.396, -0.088, -0.153, 0.055, 0.061, 0.078, 0.112, 0.078, 0.093, 0.052, 0.124, 0.069, -0.122, -0.731, -0.100, -0.119, -0.564, 0.070, 0.056, 0.052, 0.064, 0.063, 0.039, 0.060, 0.000, 0.090]
}


Please write out number 1 again, unchanged.
{
  "formula": "C8H16N2",
  "method": "ωB97M-V/def2-TZVPD",
  "gap_ev": 9.267,
  "e_homo_ev": -8.4,
  "fmax_ev_per_a": 6.49,
  "smiles": "Cc1c[nH]cn1.CC(C)C",
  "e_lumo_ev": 0.832,
  "e_tot_ha": -423.8523,
  "species": ["C", "C", "C", "N", "C", "N", "H", "H", "H", "H", "H", "H", "C", "C", "C", "C", "H", "H", "H", "H", "H", "H", "H", "H", "H", "H"],
  "xyz": [[0.9939, 1.2351, 1.8140], [-0.1799, 1.5604, 0.9926], [-1.4988, 1.5420, 1.3963], [-2.2871, 1.6700, 0.3032], [-1.3786, 1.9263, -0.8023], [-0.0738, 1.7145, -0.3870], [1.4281, 2.2662, 2.1348], [1.8290, 0.9530, 1.2547], [0.8474, 0.7099, 2.7729], [-1.9100, 1.3965, 2.3447], [-3.2045, 1.2742, 0.1261], [-1.6291, 1.8792, -1.7830], [-0.2276, -1.2568, -1.2781], [0.8235, -1.9902, -0.4349], [0.8810, -3.5861, -0.6372], [2.1958, -1.3528, -0.6626], [-0.3283, -0.1646, -1.2207], [-1.1773, -1.5419, -1.1845], [-0.0328, -1.5723, -2.4277], [0.4950, -1.7633, 0.6636], [0.8890, -3.8678, -1.6322], [1.8814, -3.9770, -0.2380], [0.0821, -4.1313, -0.2665], [2.0600, -0.3482, -1.0949], [2.9003, -1.4235, 0.2732], [2.7399, -1.8485, -1.4628]],
  "forces_ev_per_angstrom": [[0.6, 3.7, 2.1], [-1.0, -1.0, -0.8], [1.1, -0.6, -0.9], [1.8, 1.2, -3.6], [2.3, -2.3, 5.6], [-3.6, 1.8, 0.5], [-0.7, -1.3, 0.0], [1.0, -1.4, -1.0], [-0.1, -0.1, -0.8], [-0.4, -0.2, 1.2], [0.2, 0.5, 0.4], [-1.1, 0.2, -2.6], [3.4, -0.2, -3.9], [-1.0, -0.3, 1.9], [2.8, 2.5, 1.5], [1.1, -0.1, 0.8], [1.1, -0.7, 0.1], [-3.9, -1.9, 1.0], [-0.2, 1.0, 2.2], [0.7, -0.6, -1.6], [0.2, 0.0, -2.5], [-1.5, 0.5, -0.2], [-1.6, -0.8, 1.4], [0.2, 0.0, 0.9], [-1.4, 0.5, -1.7], [0.0, -0.5, -0.1]],
  "nbo_charge": [-0.650, 0.088, -0.095, -0.532, 0.135, -0.442, 0.214, 0.243, 0.226, 0.210, 0.424, 0.191, -0.613, -0.214, -0.599, -0.624, 0.240, 0.194, 0.172, 0.189, 0.199, 0.202, 0.204, 0.227, 0.208, 0.203]
}